This record from the OMol25 dataset describes a molecular structure, C3H4BrO3 at a distorted geometry. The level of theory is ωB97M-V/def2-TZVPD.

Element x y z (Å)
C1 -0.96 -1.87 1.53
C2 0.97 0.57 -1.44
C3 0.15 1.00 0.67
O1 -1.05 -1.50 2.63
O2 -0.63 -2.59 0.66
O3 0.64 1.60 -0.56
Br1 -1.87 0.28 0.34
H1 0.11 0.38 -2.03
H2 1.13 -0.51 -1.02
H3 1.71 0.84 -2.16
H4 -0.20 1.79 1.38

Output
- HOMO-LUMO gap: 6.404 eV
- Largest force on an atom: 2.2 eV/A
- E_HOMO: -0.0970 Ha
- LUMO: 3.77 eV
- Charge: -1